1.
Entry from the OMol25 dataset: C51H47CoF2N12OP as an isolated structure (the ωB97M-V functional and the def2-TZVPD basis).

Last column: Löwdin spin population.
Element x y z (Å)
Co -0.25 0.18 0.53  1.970
O -1.82 0.34 2.00  0.167
C -1.21 0.92 2.95  0.257
C -0.57 0.07 4.01  0.027
C -1.27 -0.45 5.08  0.007
C -0.59 -1.16 6.07  0.003
C 0.78 -1.32 5.98  0.000
C 1.47 -0.85 4.87  0.004
C 0.80 -0.17 3.87  0.009
P 1.49 0.47 2.29  0.016
C 2.31 1.99 2.89  0.003
C 3.31 1.93 3.86  0.001
C 3.94 3.08 4.28  0.000
C 3.57 4.31 3.76  0.000
C 2.56 4.38 2.81  0.001
C 1.94 3.22 2.37  0.000
C 2.97 -0.58 2.12  0.005
C 4.13 -0.05 1.55  0.003
C 5.20 -0.87 1.27  0.000
C 5.15 -2.22 1.58  0.003
C 4.02 -2.75 2.16  0.000
C 2.93 -1.94 2.42  0.003
H -2.34 -0.29 5.15  0.000
H -1.13 -1.57 6.91  0.000
H 1.31 -1.83 6.77  0.000
H 2.54 -1.03 4.80  0.000
H 3.62 0.97 4.26  0.000
H 4.73 3.03 5.02  0.000
H 4.07 5.21 4.08  0.000
H 2.27 5.34 2.40  0.001
H 1.17 3.26 1.61  -0.001
H 4.16 1.00 1.30  0.000
H 6.08 -0.46 0.80  0.000
H 5.99 -2.86 1.35  0.000
H 3.96 -3.81 2.40  0.000
H 2.03 -2.37 2.83  0.000
F -0.01 4.66 5.69  -0.005
C -0.49 4.19 4.51  0.022
C -0.57 2.85 4.31  0.094
C -1.08 2.33 3.10  0.070
C -1.47 3.24 2.07  0.098
C -1.34 4.60 2.35  0.001
F -1.62 5.50 1.36  -0.010
C -0.86 5.12 3.54  0.126
C -1.97 2.86 0.75  0.014
C -3.14 3.50 0.29  0.014
C -3.59 3.29 -0.99  0.000
C -2.85 2.45 -1.82  0.014
C -1.73 1.84 -1.29  -0.001
N -1.30 2.01 -0.04  0.038
H -0.25 2.18 5.09  0.004
H -0.75 6.17 3.70  0.009
H -3.68 4.15 0.96  0.001
H -4.49 3.76 -1.36  0.000
H -3.14 2.26 -2.84  0.001
H -1.14 1.17 -1.91  0.000
C 2.89 -1.22 -4.57  0.000
C 3.27 0.26 -4.62  0.000
C 2.14 1.13 -5.17  0.000
C 3.79 0.79 -3.28  0.000
N 2.82 0.90 -2.22  -0.002
C 1.56 0.42 -2.05  -0.005
N 1.15 0.77 -0.84  0.012
N 2.15 1.45 -0.29  -0.005
N 3.13 1.54 -1.09  0.001
H 2.91 -1.64 -5.57  0.000
H 1.90 -1.39 -4.16  0.000
H 3.61 -1.78 -3.97  0.000
H 4.13 0.35 -5.30  0.000
H 1.29 1.16 -4.51  0.000
H 1.81 0.74 -6.13  0.000
H 2.49 2.15 -5.32  0.000
H 4.21 1.79 -3.41  0.000
H 4.60 0.15 -2.92  0.000
H 1.00 -0.15 -2.75  -0.001
C -1.21 -2.90 -2.05  -0.001
C -2.24 -2.05 -1.40  0.000
N -2.05 -0.99 -0.65  0.019
C -3.29 -0.55 -0.29  0.000
C -4.24 -1.35 -0.82  0.000
N -3.57 -2.32 -1.53  0.000
C -4.20 -3.34 -2.32  0.000
N -4.87 -2.79 -3.46  0.000
N -6.10 -3.25 -3.79  0.000
N -6.53 -2.64 -4.82  0.000
C -5.60 -1.73 -5.23  0.000
C -5.60 -0.83 -6.29  0.000
C -4.50 -0.02 -6.42  0.000
C -3.42 -0.08 -5.53  0.000
C -3.40 -0.97 -4.47  0.000
C -4.50 -1.81 -4.34  0.000
H -0.23 -2.46 -1.89  0.000
H -1.39 -2.97 -3.12  0.000
H -1.21 -3.90 -1.63  0.000
H -3.41 0.30 0.35  0.000
H -5.30 -1.33 -0.77  0.000
H -4.97 -3.85 -1.73  0.000
H -3.44 -4.07 -2.63  0.000
H -6.43 -0.78 -6.97  0.000
H -4.45 0.69 -7.23  0.000
H -2.59 0.60 -5.66  0.000
H -2.57 -1.00 -3.78  0.000
N -1.24 -2.35 1.99  -0.003
C -0.20 -2.80 1.27  -0.002
C 0.14 -4.17 1.28  0.001
C 1.21 -4.60 0.54  -0.004
C 1.95 -3.67 -0.19  0.001
C 1.55 -2.35 -0.13  -0.002
N 0.51 -1.90 0.56  0.017
H -1.79 -2.99 2.54  0.000
H -1.49 -1.35 1.97  0.000
H -0.46 -4.85 1.86  0.000
H 1.47 -5.65 0.53  0.000
H 2.81 -3.97 -0.77  0.000
H 2.12 -1.61 -0.68  0.000

⟨S²⟩: 3.80
E_LUMO (spin up / spin down) (eV): 0.14 / 0.14
HOMO-LUMO gap (spin up / spin down) (hartree): 0.18612 / 0.22725
Multiplicity: 4
Charge: 0


2.
Entry from the OMol25 dataset: C51H47I2N7O4PbS2 as an isolated structure (the ωB97M-V functional and the def2-TZVPD basis).

Last column: Löwdin charge in e.
Element x y z (Å)
Pb -0.63 0.16 -0.04  1.358
I 7.89 0.20 0.32  0.693
C 5.98 -0.62 -0.17  -0.719
C 5.87 -1.47 -1.25  -0.272
C 4.63 -2.00 -1.47  -0.600
I 4.36 -3.38 -3.05  0.834
C 3.44 -1.73 -0.73  -0.479
O 2.37 -2.27 -1.10  -0.161
C 3.62 -0.80 0.37  -0.120
C 2.34 0.96 1.72  -0.306
N 2.06 1.97 0.73  0.008
C 2.87 2.14 -0.44  -0.154
C 2.67 1.18 -1.60  -0.267
C 3.61 1.20 -2.62  -0.039
C 3.45 0.34 -3.69  -0.086
C 2.37 -0.53 -3.68  -0.108
C 1.49 -0.48 -2.61  -0.162
N 1.61 0.39 -1.62  0.039
C 4.89 -0.32 0.63  -0.117
H 6.72 -1.71 -1.88  0.071
H 2.92 2.44 3.13  0.119
H 1.43 0.88 2.31  0.126
H 1.07 1.97 0.48  0.024
H 3.92 2.12 -0.16  0.115
H 2.66 3.16 -0.82  0.126
H 4.46 1.87 -2.56  0.109
H 4.16 0.34 -4.51  0.101
H 2.24 -1.26 -4.47  0.080
H 0.65 -1.15 -2.55  0.069
H 5.06 0.29 1.49  0.067
C -2.74 4.56 1.07  -0.032
C -1.65 3.51 1.14  -0.269
N -1.30 2.86 0.08  -0.006
N -1.82 3.33 -1.08  -0.097
C -2.08 2.60 -2.09  -1.085
S -2.06 0.91 -2.34  0.551
S -2.68 3.58 -3.49  0.833
C -4.02 4.48 -2.63  -0.439
C -5.21 3.64 -2.26  -0.277
C -5.34 2.32 -2.64  -0.073
C -6.47 1.59 -2.32  -0.089
C -7.50 2.19 -1.62  -0.116
C -7.38 3.51 -1.21  -0.108
C -6.24 4.23 -1.52  -0.060
C -1.08 3.24 2.45  -0.131
C -0.80 4.30 3.32  -0.078
C -0.36 4.09 4.61  -0.143
C -0.19 2.78 5.06  -0.123
C -0.44 1.72 4.23  -0.028
C -0.89 1.89 2.89  -0.402
O -1.16 0.87 2.18  -0.219
H -3.66 4.07 0.75  0.080
H -2.48 5.32 0.33  0.071
H -2.91 5.03 2.04  0.063
H -4.32 5.26 -3.33  0.072
H -3.57 4.94 -1.76  0.051
H -4.54 1.84 -3.20  0.045
H -6.55 0.56 -2.62  0.102
H -8.40 1.63 -1.38  0.091
H -8.18 3.98 -0.66  0.091
H -6.14 5.25 -1.18  0.109
H -0.91 5.32 2.96  0.103
H -0.16 4.93 5.26  0.076
H 0.15 2.60 6.08  0.090
H -0.28 0.71 4.56  0.109
O -1.28 -3.25 2.80  -0.041
C -1.30 -2.34 1.96  -0.550
N -0.30 -1.85 1.25  -0.062
C 1.02 -2.41 1.47  -0.158
C 1.95 -1.38 2.07  -0.196
C 2.17 -1.36 3.40  -0.040
C 3.12 -0.56 4.13  -0.104
C 3.70 0.60 3.83  -0.108
C 3.38 1.53 2.71  -0.146
N 2.55 -0.41 1.23  0.035
C -2.64 -1.74 1.59  -0.194
C -3.76 -2.10 2.33  -0.002
C -5.01 -1.67 1.92  -0.073
C -5.11 -0.90 0.76  -0.063
C -3.94 -0.56 0.11  -0.143
N -2.75 -0.97 0.52  0.005
H 1.41 -2.70 0.49  0.088
H 0.95 -3.28 2.13  0.112
H 1.64 -2.10 3.99  0.105
H 3.44 -1.03 5.06  0.089
H 4.44 0.99 4.52  0.089
H 4.29 1.88 2.21  0.094
H -3.62 -2.70 3.22  0.108
H -5.90 -1.92 2.49  0.096
H -6.06 -0.57 0.38  0.090
H -3.94 0.05 -0.78  0.048
C -3.87 -5.81 -6.40  -0.057
C -3.30 -5.07 -5.23  -0.271
C -3.25 -5.63 -3.96  -0.019
C -2.74 -4.93 -2.88  -0.207
C -2.67 -5.59 -1.54  -0.044
C -2.24 -3.62 -3.07  -0.079
C -1.71 -2.87 -1.92  -0.151
O -1.17 -1.79 -2.00  -0.122
C -2.25 -3.06 -4.36  -0.173
C -1.65 -1.74 -4.67  -0.040
C -2.79 -3.79 -5.41  -0.016
H -3.96 -6.88 -6.20  0.070
H -3.24 -5.67 -7.28  0.075
H -4.86 -5.42 -6.64  0.080
H -3.60 -6.64 -3.81  0.107
H -3.10 -6.59 -1.59  0.072
H -3.21 -5.02 -0.78  0.086
H -1.63 -5.67 -1.21  0.096
H -1.82 -3.35 -0.94  0.121
H -1.99 -0.96 -3.99  -0.001
H -1.87 -1.45 -5.69  0.080
H -0.57 -1.79 -4.55  0.089
H -2.80 -3.36 -6.40  0.113

E_LUMO (eV): 3.58
HOMO-LUMO gap (hartree): 0.20407
Multiplicity: 1
Charge: -2


Going through the records in order, we get relative energy (zero: lowest compared OMol25 entry of this formula, charge and spin) values of 0.000, 3.127 eV.
Going through the records in order, we get molar mass values of 971.92, 1347.12 g mol⁻¹.